Record 1
{
  "formula": "C8H14OS2",
  "method": "ωB97M-V/def2-TZVPD",
  "gap_ev": [5.3, 9.3],
  "spin_multiplicity": 1,
  "e_lumo_ev": [-1.1, 0.6],
  "total_charge": 0,
  "e_above_lowest_kj_mol": 243.44,
  "elements": ["C", "C", "C", "C", "C", "C", "C", "C", "O", "S", "S", "H", "H", "H", "H", "H", "H", "H", "H", "H", "H", "H", "H", "H", "H"],
  "xyz": [[0.79, 0.86, -0.13], [-0.41, 0.11, 0.55], [1.45, -0.02, -1.15], [-0.07, -1.37, 0.64], [1.72, 1.36, 1.08], [-1.77, 0.28, -0.23], [0.90, 0.15, -2.49], [-0.69, -2.38, 1.49], [3.57, -0.80, -2.56], [0.92, -1.82, -0.60], [3.28, 0.01, -1.34], [0.20, 1.65, -0.59], [-0.61, 0.56, 1.49], [2.12, 0.39, 1.52], [1.01, 2.03, 1.65], [2.68, 1.95, 0.82], [-2.55, -0.15, 0.46], [-1.56, 0.05, -1.31], [-2.10, 1.43, -0.23], [1.18, 1.09, -3.12], [-0.11, 0.07, -2.80], [1.45, -0.52, -3.18], [0.08, -2.73, 2.05], [-1.09, -3.16, 0.82], [-1.51, -1.87, 2.25]],
  "lowdin_charge": [-0.371, -0.381, -0.836, -0.650, -0.060, -0.055, -0.206, -0.125, -0.557, 1.019, 0.929, 0.130, 0.109, 0.097, 0.086, 0.083, 0.088, 0.072, 0.113, 0.130, 0.060, 0.067, 0.024, 0.081, 0.153]
}

Record 2
{
  "formula": "C36H78O24",
  "method": "ωB97M-V/def2-TZVPD",
  "gap_ev": 9.9,
  "spin_multiplicity": 1,
  "e_lumo_ev": 0.7,
  "total_charge": 0,
  "elements": ["C", "O", "C", "C", "O", "C", "H", "H", "H", "H", "H", "H", "H", "H", "H", "H", "C", "O", "C", "C", "O", "C", "H", "H", "H", "H", "H", "H", "H", "H", "H", "H", "C", "O", "C", "C", "O", "C", "H", "H", "H", "H", "H", "H", "H", "H", "H", "H", "C", "C", "O", "C", "O", "O", "C", "H", "H", "H", "H", "H", "H", "H", "H", "C", "C", "O", "C", "O", "O", "C", "H", "H", "H", "H", "H", "H", "H", "H", "C", "C", "O", "C", "O", "O", "C", "H", "H", "H", "H", "H", "H", "H", "H", "C", "C", "O", "C", "O", "O", "C", "H", "H", "H", "H", "H", "H", "H", "H", "C", "C", "O", "C", "O", "O", "C", "H", "H", "H", "H", "H", "H", "H", "H", "C", "C", "O", "C", "O", "O", "C", "H", "H", "H", "H", "H", "H", "H", "H"],
  "xyz": [[3.27, -0.98, -0.98], [4.40, -0.83, -1.82], [4.18, -0.59, -3.11], [3.51, -1.71, -3.87], [4.42, -2.76, -4.23], [4.87, -3.42, -3.02], [2.68, -0.06, -0.92], [3.65, -1.22, 0.01], [2.81, -1.82, -1.31], [5.16, -0.31, -3.52], [3.63, 0.32, -3.33], [3.13, -1.33, -4.83], [2.63, -2.11, -3.33], [5.46, -4.24, -3.36], [3.97, -3.84, -2.51], [5.49, -2.83, -2.35], [-1.95, 3.67, 0.00], [-3.33, 3.44, 0.35], [-4.15, 4.54, 0.12], [-4.21, 5.61, 1.19], [-2.94, 6.28, 1.23], [-2.87, 7.41, 2.05], [-1.90, 4.22, -1.03], [-1.61, 2.64, 0.03], [-1.36, 4.29, 0.66], [-5.18, 4.22, -0.10], [-3.83, 5.07, -0.77], [-4.54, 5.13, 2.15], [-5.03, 6.28, 0.99], [-3.54, 8.19, 1.73], [-1.86, 7.77, 2.01], [-3.13, 7.07, 3.12], [-0.46, 0.12, 1.79], [-0.91, 0.46, 0.51], [-0.10, -0.05, -0.56], [-0.13, -1.57, -0.66], [0.01, -1.91, -1.98], [0.02, -3.32, -2.14], [-0.61, 1.02, 2.40], [0.57, -0.29, 1.91], [-1.15, -0.61, 2.24], [0.87, 0.42, -0.42], [-0.43, 0.28, -1.57], [-1.02, -2.03, -0.25], [0.79, -1.92, -0.06], [-1.04, -3.66, -2.03], [0.70, -3.85, -1.45], [0.30, -3.49, -3.14], [-2.72, -0.55, -5.57], [-1.97, -1.48, -4.64], [-2.89, -2.06, -3.75], [-3.28, -1.40, -2.65], [-3.80, -1.93, -1.69], [-3.16, -0.11, -2.91], [-3.57, 0.75, -1.87], [-3.76, -0.82, -5.54], [-2.41, -0.65, -6.59], [-2.59, 0.52, -5.50], [-1.10, -1.04, -4.11], [-1.63, -2.29, -5.30], [-2.62, 0.88, -1.29], [-4.45, 0.41, -1.31], [-3.98, 1.70, -2.33], [6.06, 1.82, -0.50], [5.36, 1.60, 0.81], [3.94, 1.73, 0.53], [3.45, 2.96, 0.71], [4.08, 3.95, 0.93], [2.11, 2.80, 0.69], [1.24, 3.82, 0.39], [7.17, 1.60, -0.35], [5.94, 2.89, -0.72], [5.77, 1.24, -1.32], [5.65, 2.27, 1.67], [5.40, 0.60, 1.23], [1.67, 4.75, 0.16], [0.60, 3.84, 1.29], [0.63, 3.51, -0.54], [-4.58, -5.53, 2.55], [-4.03, -4.28, 3.29], [-4.67, -3.12, 2.71], [-4.04, -2.02, 2.77], [-2.94, -1.83, 3.29], [-4.72, -1.12, 2.09], [-4.04, 0.09, 1.61], [-4.49, -6.37, 3.26], [-4.09, -5.76, 1.64], [-5.61, -5.29, 2.40], [-2.95, -4.12, 3.23], [-4.36, -4.31, 4.37], [-3.47, -0.18, 0.67], [-3.39, 0.56, 2.31], [-4.89, 0.67, 1.29], [4.23, -4.00, -7.10], [2.76, -3.87, -6.84], [2.15, -5.22, -6.96], [1.39, -5.57, -5.91], [1.19, -4.87, -4.96], [0.85, -6.80, -6.05], [0.27, -7.34, -4.86], [4.56, -5.04, -6.94], [4.74, -3.29, -6.44], [4.50, -3.75, -8.12], [2.31, -3.21, -7.49], [2.57, -3.55, -5.87], [-0.68, -6.88, -4.51], [1.07, -7.27, -4.05], [0.10, -8.38, -5.16], [-1.64, 3.12, 3.66], [-2.01, 4.52, 4.11], [-0.99, 5.09, 4.94], [0.21, 5.35, 4.37], [0.47, 5.20, 3.19], [1.01, 5.74, 5.37], [2.34, 5.98, 5.01], [-0.69, 3.04, 3.12], [-2.43, 2.73, 2.96], [-1.58, 2.46, 4.53], [-2.97, 4.57, 4.77], [-2.15, 5.11, 3.21], [2.45, 6.66, 4.18], [2.86, 5.01, 4.80], [2.78, 6.39, 5.94], [-1.62, -2.38, 6.15], [-0.49, -2.49, 5.22], [0.05, -1.15, 5.07], [1.20, -0.97, 4.44], [1.91, -1.82, 3.98], [1.46, 0.35, 4.49], [2.74, 0.68, 3.97], [-1.28, -1.96, 7.09], [-2.15, -3.34, 6.25], [-2.32, -1.65, 5.79], [-0.88, -2.80, 4.26], [0.38, -3.07, 5.65], [2.93, 1.73, 4.10], [2.73, 0.40, 2.88], [3.58, 0.16, 4.47]],
  "lowdin_charge": [-0.060, -0.193, -0.264, -0.186, -0.205, -0.062, 0.089, 0.105, 0.033, 0.146, 0.122, 0.132, 0.115, 0.073, 0.106, 0.086, -0.097, -0.184, -0.231, -0.192, -0.208, -0.116, 0.131, 0.064, 0.054, 0.133, 0.110, 0.135, 0.115, 0.078, 0.088, 0.109, -0.083, -0.217, -0.169, -0.236, -0.209, -0.080, 0.075, 0.102, 0.074, 0.098, 0.135, 0.131, 0.140, 0.110, 0.102, 0.046, -0.067, -0.213, 0.018, -0.600, 0.132, -0.027, -0.029, 0.082, 0.060, 0.072, 0.130, 0.124, 0.089, 0.095, 0.118, -0.052, -0.203, -0.012, -0.577, 0.138, -0.017, -0.072, 0.111, 0.084, 0.038, 0.145, 0.115, 0.084, 0.073, 0.119, -0.038, -0.164, 0.059, -0.633, 0.075, 0.019, 0.017, 0.081, 0.059, 0.068, 0.114, 0.138, 0.091, 0.065, 0.090, -0.051, -0.162, 0.044, -0.582, 0.098, -0.009, -0.054, 0.095, 0.066, 0.072, 0.099, 0.064, 0.102, 0.119, 0.093, -0.064, -0.205, 0.019, -0.551, 0.111, 0.005, -0.057, 0.057, 0.082, 0.091, 0.159, 0.079, 0.089, 0.110, 0.105, -0.083, -0.209, 0.024, -0.638, 0.127, -0.015, -0.048, 0.083, 0.089, 0.067, 0.102, 0.152, 0.077, 0.102, 0.108]
}

Record 3
{
  "formula": "C2H8N3O2",
  "method": "ωB97M-V/def2-TZVPD",
  "gap_ev": 11.3,
  "spin_multiplicity": 1,
  "e_lumo_ev": -3.1,
  "total_charge": 1,
  "e_above_lowest_kj_mol": 365.27,
  "elements": ["C", "C", "N", "N", "N", "O", "O", "H", "H", "H", "H", "H", "H", "H", "H"],
  "xyz": [[-1.53, 0.66, 0.22], [1.34, 0.27, 0.41], [-0.44, -0.03, 0.04], [-2.74, 0.28, 0.16], [2.10, -0.90, 0.44], [-0.54, -1.21, -0.68], [1.58, 1.21, -0.51], [1.30, 0.70, 1.38], [-2.99, -0.70, -0.09], [-0.04, -1.09, -1.46], [-3.57, 0.85, 0.55], [1.81, -1.45, 1.23], [-1.43, 1.63, 0.62], [2.23, -1.56, -0.26], [2.46, 1.63, -0.61]],
  "lowdin_charge": [-0.194, -0.298, -0.020, 0.171, 0.169, 0.033, 0.044, 0.142, 0.161, 0.095, 0.192, 0.118, 0.154, 0.083, 0.152]
}

Record 4
{
  "formula": "C21H21N2",
  "method": "ωB97M-V/def2-TZVPD",
  "gap_ev": 5.7,
  "spin_multiplicity": 1,
  "e_lumo_ev": -5.0,
  "total_charge": 1,
  "e_above_lowest_kj_mol": 103.62,
  "elements": ["C", "N", "C", "C", "C", "C", "C", "C", "C", "C", "C", "C", "C", "C", "C", "C", "C", "H", "H", "H", "H", "H", "H", "H", "H", "H", "H", "H", "H", "H", "H", "C", "N", "C", "C", "C", "C", "H", "H", "H", "H", "H", "H", "H"],
  "xyz": [[4.06, 0.90, 1.28], [2.66, 0.46, 1.26], [1.57, 1.27, 1.17], [0.40, 0.50, 1.21], [-0.91, 1.02, 1.27], [-2.13, 0.25, 1.22], [-2.30, -0.84, 0.34], [-3.45, -1.60, 0.39], [-4.44, -1.31, 1.31], [-4.31, -0.23, 2.16], [-3.19, 0.57, 2.10], [0.83, -0.87, 1.37], [0.14, -2.07, 1.57], [0.84, -3.24, 1.71], [2.23, -3.25, 1.67], [2.94, -2.08, 1.52], [2.24, -0.88, 1.37], [4.74, 0.06, 1.37], [4.29, 1.43, 0.35], [4.23, 1.58, 2.11], [1.63, 2.34, 1.09], [-1.00, 2.07, 1.51], [-1.53, -1.07, -0.38], [-3.57, -2.43, -0.29], [-5.32, -1.94, 1.38], [-5.08, -0.01, 2.88], [-3.08, 1.42, 2.75], [-0.94, -2.07, 1.63], [0.30, -4.17, 1.86], [2.76, -4.19, 1.76], [4.01, -2.08, 1.51], [0.33, 0.20, -4.57], [0.16, 1.25, -3.56], [1.09, 2.20, -3.23], [0.56, 3.01, -2.26], [-0.74, 2.55, -1.99], [-0.97, 1.47, -2.80], [-0.57, -0.41, -4.63], [0.52, 0.65, -5.54], [1.17, -0.43, -4.30], [2.08, 2.27, -3.67], [1.04, 3.86, -1.80], [-1.43, 2.98, -1.28], [-1.86, 0.86, -2.84]],
  "lowdin_charge": [0.026, -0.030, 0.077, -0.118, 0.122, -0.204, -0.049, -0.055, -0.037, -0.053, -0.003, -0.095, -0.006, -0.050, -0.055, 0.004, -0.135, 0.092, 0.105, 0.106, 0.154, 0.134, 0.124, 0.117, 0.117, 0.117, 0.121, 0.097, 0.114, 0.115, 0.108, -0.017, -0.157, -0.102, -0.124, -0.132, -0.107, 0.088, 0.092, 0.087, 0.116, 0.092, 0.091, 0.112]
}

Calculated total energy readings, ordered: -32236.653 -87731.235 -10759.877 -25091.097 eV